{"formula": "C15H20BCl2CrF4O23", "method": "the ωB97M-V functional and the def2-TZVPD basis", "e_lumo_ha": [0.064, 0.064], "mol_weight_da": 778.0, "max_force_ev_per_a": 7.2, "charge": -1, "s2": 6.003, "spin_multiplicity": 5, "total_energy_ev": -127975.5626, "species": ["Cr", "Cl", "O", "O", "O", "O", "Cl", "O", "O", "O", "O", "B", "F", "F", "F", "F", "C", "C", "O", "C", "O", "O", "H", "H", "H", "H", "C", "C", "O", "C", "O", "O", "H", "H", "H", "H", "C", "C", "O", "C", "O", "O", "H", "H", "H", "H", "C", "C", "O", "C", "O", "O", "H", "H", "H", "H", "C", "C", "O", "C", "O", "O", "H", "H", "H", "H"], "xyz": [[0.68251, 0.76526, -0.01799], [0.92712, 0.52018, 3.72119], [-0.33283, 0.43427, 4.43375], [1.83963, -0.53894, 4.05567], [0.56666, 0.25616, 2.34465], [1.56588, 1.82998, 3.88742], [-1.11437, 2.69897, -2.50763], [-2.29726, 2.23818, -3.22413], [-1.42429, 3.91007, -1.79569], [-0.67660, 1.67474, -1.58632], [0.06940, 2.90670, -3.32045], [3.07796, 1.81355, -0.26266], [2.51076, 1.19749, 0.76262], [1.97352, 1.97576, -1.06736], [3.65837, 2.97111, 0.09781], [3.98987, 1.01327, -0.78532], [3.00105, -4.51033, -0.06661], [3.61622, -4.01194, 1.31845], [3.52411, -2.63288, 1.19647], [2.62973, -2.31024, 0.37430], [2.12409, -1.18844, 0.26858], [2.32555, -3.30428, -0.44380], [2.27315, -5.31218, 0.05712], [3.75840, -4.71335, -0.82379], [4.67096, -4.27073, 1.41143], [3.11416, -4.32473, 2.23399], [-5.12045, 0.64313, 1.71418], [-5.12186, 1.63904, 0.59421], [-3.75436, 2.06109, 0.43472], [-3.04338, 1.22115, 1.12697], [-1.81675, 1.14830, 1.02936], [-3.78532, 0.34594, 1.75279], [-5.71995, -0.24241, 1.50319], [-5.54396, 0.97040, 2.66372], [-5.78475, 2.45086, 0.89357], [-5.53285, 1.12730, -0.27603], [-1.50094, -4.27196, -0.43817], [-2.32981, -3.75195, 0.70130], [-1.98095, -2.42049, 0.81596], [-1.11584, -2.05172, -0.13725], [-0.63403, -0.94210, -0.19132], [-0.87157, -3.11744, -0.89518], [-2.01631, -4.69831, -1.29882], [-0.65323, -4.85826, -0.08358], [-2.15438, -4.19761, 1.68044], [-3.40475, -3.86858, 0.56342], [1.90423, -1.53987, -5.23148], [1.31983, -2.70394, -4.44655], [1.00644, -2.14206, -3.17498], [1.57423, -0.96540, -3.03480], [1.41864, -0.24881, -2.04621], [2.07200, -0.51728, -4.25530], [1.27892, -1.12874, -6.02399], [2.81968, -1.92772, -5.67828], [1.92296, -3.61131, -4.41460], [0.42258, -3.04960, -4.95992], [-0.72463, 5.54120, 2.60518], [0.61309, 5.91179, 2.02283], [1.02670, 4.80866, 1.32766], [0.13362, 3.82099, 1.48842], [0.28421, 2.75747, 0.93037], [-0.85781, 4.20499, 2.28169], [-1.51735, 6.15376, 2.17569], [-0.75014, 5.48403, 3.69338], [1.32817, 6.01877, 2.83850], [0.55638, 6.85930, 1.48699]]}